# 1
The following is a DFT calculation (ωB97M-V/def2-TZVPD) of one molecule with the formula C21H24N2O2S at a distorted geometry.

```
50
Properties=species:S:1:pos:R:3:forces:R:3
S -0.83254 3.87663 -0.93241 2.5 2.9 -3.8
O -1.77363 3.45712 -2.00391 1.0 0.3 2.4
O 0.31248 4.78759 -1.44554 -3.4 -2.7 2.2
N 1.08531 -3.40373 2.63422 0.7 1.2 0.7
N 2.12182 -4.74355 -1.82545 -0.9 -2.3 0.7
C 0.96568 -4.26734 1.53816 -0.3 3.2 -0.1
C 0.64523 -2.12450 2.20448 0.5 1.0 0.4
C 0.42907 -3.54369 0.52008 -0.6 -0.6 -1.7
C 0.79288 -4.08924 -1.93435 3.2 1.4 -1.2
C -0.06046 2.41298 -0.25799 1.1 -1.2 0.2
C 2.99986 -4.30361 -2.91999 -1.2 -1.5 -0.2
C -3.69315 5.79182 1.25952 -0.8 -1.2 -0.2
C -1.12941 1.40285 0.20972 1.5 1.2 3.4
C -0.40448 -1.08115 0.25545 2.2 2.3 6.4
C 1.36453 -2.70997 -2.25966 0.0 0.1 -1.1
C -1.63652 6.06281 2.34240 2.8 1.8 1.6
C 0.13238 0.32106 2.22575 -0.8 -3.2 -1.3
C 0.23083 -2.16826 0.88268 -0.7 -1.0 0.4
C -1.71304 4.74134 0.38671 0.1 1.2 -0.1
C 0.64034 -0.86488 2.82755 0.4 0.6 0.3
C -0.52038 0.17855 0.95596 0.9 -1.0 -1.6
C 2.43284 -2.97600 -3.35648 -0.1 0.9 0.9
C -3.13766 4.95846 0.28985 2.8 0.2 0.7
C -2.94370 6.33704 2.31753 -3.4 0.3 -0.6
C -0.91098 5.43157 1.36696 -3.5 -2.2 -1.7
C -0.07242 -4.18063 -0.76034 1.0 -1.7 2.5
H 0.37096 1.97665 -1.16184 0.2 0.3 -0.2
H 3.94288 -4.25648 -2.48326 1.9 0.3 0.4
H -4.77709 5.73965 1.18240 0.0 1.0 0.4
H 1.93918 -3.09850 -4.31224 0.0 0.4 -0.3
H 1.76688 -2.25653 -1.38475 0.7 0.1 0.8
H 0.24686 -4.38288 -2.81722 -0.1 -0.8 -0.4
H 3.08366 -5.05060 -3.77447 -0.4 0.7 1.1
H 0.67166 -2.00956 -2.60899 -1.4 1.2 -0.8
H -0.18039 -5.26529 -0.44055 -0.5 1.1 -1.0
H 2.49504 -4.59298 -0.87317 -0.2 0.1 -1.1
H -3.71597 4.57215 -0.54689 0.2 -0.2 0.3
H 3.19999 -2.17719 -3.36049 -0.5 -0.4 -0.4
H 0.82646 2.54972 0.44812 -1.5 0.4 -0.7
H 1.71369 -3.49043 3.46045 -0.9 -0.2 -1.3
H 1.41890 -5.18853 1.36112 0.4 -1.6 0.7
H -1.69070 2.03609 0.95592 -0.3 -1.1 -0.7
H 1.17654 -0.85389 3.76135 -0.2 0.6 0.6
H 0.12735 5.40304 1.37757 1.6 -0.2 -0.1
H -0.83255 -1.27025 -0.59274 -2.4 -0.5 -5.1
H -1.66272 1.18201 -0.65962 -1.3 -0.7 -1.0
H -3.42196 7.01524 3.07814 0.6 -1.0 -0.9
H -1.09921 6.56363 3.14814 0.3 -0.2 -0.1
H 0.05619 1.25166 2.72048 0.3 0.7 0.7
H -0.98053 -3.70004 -0.99837 -1.5 0.1 -0.2
```
Forces are in eV/Å.

## Properties
HOMO level	-8.12	eV
SMILES	O=S(=O)(CCc1ccc2[nH]cc(C[C@H]3CCCN3)c2c1)c1ccccc1
calculated total energy	-40073.6338	eV
M	368.502	g/mol
relative energy (zero: lowest compared OMol25 entry of this formula, charge and spin)	116.7	kcal/mol
gap between HOMO and LUMO	8.32	eV



# 2
The following is a DFT calculation (ωB97M-V/def2-TZVPD) of one molecule with the formula C21H24N2O3S.

```
51
Properties=species:S:1:pos:R:3:forces:R:3
S -4.61656 2.23013 0.49122 -0.4 -0.4 -0.3
O 4.54419 1.07794 1.81740 0.0 0.2 0.1
O 0.75579 1.28809 0.18822 0.1 0.3 -0.1
O 5.61056 -0.66886 0.67440 -0.2 0.1 -0.1
N 0.82951 -0.73723 1.18987 0.0 -0.2 0.1
N -3.43358 -1.05974 -1.39246 -0.5 0.4 0.1
C 4.29027 1.91802 0.68898 0.0 0.2 -0.2
C -4.56414 0.78434 -0.47097 -0.7 0.6 0.2
C 4.69152 3.33745 1.05639 -0.1 -0.5 0.0
C -6.78560 1.42607 -0.61005 -0.1 0.2 0.1
C -1.04852 -1.43033 -1.11024 -0.4 0.0 0.0
C -2.32719 -1.78143 -1.63119 0.6 0.0 0.1
C 0.28723 0.18154 0.35513 -0.1 -0.4 0.2
C -3.34465 0.03538 -0.66823 0.6 -0.6 -0.2
C -2.12278 0.46705 -0.09533 0.3 -0.3 -0.1
C 0.06671 -2.21814 -1.45616 0.2 -0.2 -0.1
C -2.44727 -2.93331 -2.43865 0.2 -0.2 -0.1
C 7.54690 0.66608 1.43474 -0.3 -0.3 0.0
C 2.08559 -0.49181 1.86168 0.3 0.2 -0.2
C -1.34772 -3.68786 -2.73566 -0.3 0.0 0.0
C -0.98703 -0.27092 -0.29113 -0.4 0.2 -0.2
C -0.08257 -3.32244 -2.25068 0.2 0.1 0.2
C 6.92138 -0.70613 1.21026 0.2 0.1 0.1
C 4.59117 -0.29423 1.56030 -0.3 -0.6 0.1
C -6.29294 2.41444 0.18492 0.3 0.0 0.1
C -5.80166 0.49516 -0.98512 0.5 -0.1 0.1
C 3.28319 -0.85278 0.98006 0.3 0.4 0.3
H 7.49947 -1.26898 0.47191 0.0 0.0 0.2
H -3.42664 -3.18180 -2.81580 -0.1 0.0 0.0
H 6.90999 -1.26874 2.15590 0.0 0.0 -0.1
H 4.87544 1.55946 -0.16612 -0.1 0.1 0.1
H 3.14624 -0.42802 -0.01499 0.0 0.0 -0.1
H 3.22473 1.89158 0.42992 0.1 -0.1 0.0
H 1.04795 -1.92996 -1.10759 0.1 0.0 0.0
H -6.81502 3.24759 0.61246 -0.1 0.2 0.1
H 2.10794 -1.05928 2.79411 0.0 0.1 0.0
H 4.13916 3.65758 1.93544 -0.1 0.1 0.1
H -5.97194 -0.36205 -1.60927 0.0 -0.2 -0.1
H 0.43881 -1.66504 1.22482 -0.1 0.1 -0.1
H 0.77894 -3.91795 -2.51437 0.1 0.0 0.0
H 4.77447 -0.73646 2.55665 0.0 0.0 -0.2
H 2.12622 0.57500 2.09481 0.0 -0.2 0.1
H 4.46262 4.00559 0.23097 0.0 0.1 -0.1
H 5.75467 3.39141 1.27622 0.1 0.0 0.0
H -1.44148 -4.56582 -3.35763 0.0 -0.1 0.0
H 3.38975 -1.93380 0.88057 0.0 0.0 0.0
H 8.56421 0.54467 1.79831 0.1 0.0 0.0
H 6.97052 1.22699 2.16559 0.1 0.1 0.0
H -7.81487 1.36777 -0.91591 -0.2 0.0 0.0
H -2.09286 1.36593 0.50185 0.1 0.1 0.0
H 7.56910 1.22336 0.50147 0.0 0.1 -0.1
```
Forces are in eV/Å.

## Properties
HOMO level	-8.25	eV
SMILES	CCOC(CCNC(=O)c1cc(-c2cccs2)nc2ccccc12)OCC
calculated total energy	-42124.9494	eV
M	384.501	g/mol
relative energy (zero: lowest compared OMol25 entry of this formula, charge and spin)	22.0	kcal/mol
gap between HOMO and LUMO	8.03	eV



# 3
The following is a DFT calculation (ωB97M-V/def2-TZVPD) of C21H24N2OP2SZr as an isolated structure at a distorted geometry.

```
52
Properties=species:S:1:pos:R:3:forces:R:3
Zr 0.35168 0.04052 1.24161 0.5 2.6 1.8
S -0.65023 0.69966 5.96311 0.0 -0.1 -0.9
P -2.19919 0.92344 0.98364 -0.7 1.0 -0.7
P 0.00581 -2.51821 0.96944 0.4 -2.2 -1.3
O 2.46632 0.29180 1.46629 1.6 0.5 -0.4
N 0.22061 0.15880 -0.95175 -0.6 -0.7 -2.5
N -0.30234 0.31507 3.23176 0.6 -0.3 -1.2
C 1.28602 -0.55803 -1.53198 -0.6 0.8 1.5
C 2.26743 1.30856 0.75198 -2.1 -0.6 0.6
C 1.34279 -1.97669 -1.41386 0.5 -0.2 0.3
C 3.69593 -1.88332 -2.04820 0.5 0.7 -0.5
C 0.16532 -2.75360 -0.86541 0.0 0.3 0.0
C -1.30824 2.02225 -1.39020 -0.1 0.2 0.3
C -1.46419 -3.50425 1.34160 -0.5 0.3 0.4
C -2.46414 1.23238 -0.81481 0.1 -0.1 -0.1
C -0.34693 4.14166 -2.11253 1.0 0.0 -0.2
C 3.63520 -0.51110 -2.20326 0.4 -0.5 0.1
C 2.37747 1.59022 -1.76635 -0.6 -0.1 -2.8
C 2.43440 0.19107 -1.93162 0.1 -0.1 0.8
C -2.42229 2.59453 1.68589 0.2 0.0 0.3
C -0.01346 1.44417 -1.45778 0.2 -0.7 0.9
C 0.93175 3.60323 -2.09389 -0.4 0.4 -0.1
C 1.12024 2.22121 -1.83955 -0.1 0.1 0.7
C -0.47295 0.48941 4.41642 0.1 0.1 0.8
C -1.45750 3.34970 -1.78126 -0.1 -0.7 0.3
C 2.55617 -2.61462 -1.67952 -0.9 0.4 0.2
C -3.72854 0.07198 1.48184 0.2 -0.4 0.2
C 1.36952 -3.55349 1.57704 0.2 0.2 0.4
H -3.41150 1.77831 -0.89740 0.2 -0.1 -0.3
H -2.25004 2.53773 2.77004 -0.1 0.1 -0.3
H -3.75384 -0.93802 1.04851 -0.1 0.3 0.1
H 3.01925 1.99568 0.25417 0.1 -1.0 1.6
H -1.60958 -3.51792 2.42910 -0.1 -0.1 -0.2
H 3.28432 2.17711 -1.90984 -0.1 -0.1 0.1
H -2.35237 -3.05595 0.87805 0.2 -0.2 0.1
H -0.77957 -2.42463 -1.31811 0.2 -0.1 0.0
H 1.27299 -3.63414 2.66753 0.1 -0.1 -0.2
H -3.44191 2.95675 1.48728 0.3 -0.1 0.1
H -3.73773 -0.01468 2.57729 -0.1 0.0 -0.3
H 0.29159 -3.83192 -1.02673 -0.1 0.3 -0.1
H -1.34176 -4.53392 0.97733 0.1 0.3 0.1
H -1.69580 3.29534 1.25436 -0.2 -0.2 0.1
H 4.63517 -2.41193 -2.21795 -0.3 0.2 0.0
H -0.49733 5.18775 -2.37978 0.1 -0.3 0.1
H 1.80827 4.21990 -2.29232 -0.3 -0.1 -0.1
H -4.61050 0.64201 1.14895 0.4 -0.2 0.1
H 2.61907 -3.69966 -1.57048 0.0 0.3 -0.1
H -2.56135 0.24503 -1.28891 0.0 0.3 0.0
H 2.33513 -3.08790 1.34643 -0.2 -0.1 0.1
H 1.33339 -4.55603 1.12876 -0.1 0.3 0.1
H -2.45905 3.78567 -1.79169 0.3 -0.1 0.0
H 4.50648 0.06906 -2.50324 -0.1 -0.3 0.1
```
Forces are in eV/Å.

## Properties
HOMO level	-14.36	eV
calculated total energy	-57873.8662	eV
M	505.675	g/mol
charge	+2
gap between HOMO and LUMO	6.22	eV



# 4
The following is a DFT calculation (ωB97M-V/def2-TZVPD) of C21H24N3NbO2SeSi as an isolated structure at a distorted geometry.

```
53
Properties=species:S:1:pos:R:3:forces:R:3
Nb 10.84750 11.93743 10.33194 -2.9 0.3 0.7
Se 8.88134 13.09475 11.45406 1.6 -1.0 -0.4
Si 8.45430 14.52220 9.73894 0.3 1.9 -2.7
O 12.79653 11.99313 9.81484 1.1 -0.7 -1.2
O 11.01040 12.46842 8.42266 0.6 -0.5 -0.7
N 13.04924 11.89688 8.50779 -1.0 1.2 -1.1
N 11.78827 11.10547 12.20666 1.8 1.7 -1.3
N 12.13028 12.23025 7.63690 -0.4 -0.6 4.5
C 10.08524 9.63757 8.55433 0.4 0.1 -0.4
C 10.05512 7.39971 9.45317 0.4 0.1 0.6
C 16.86607 11.05219 6.98328 -0.6 0.0 -0.1
C 9.20760 11.10097 14.81592 -0.9 -0.6 -0.1
C 14.34483 11.57795 8.05912 0.9 0.4 -2.5
C 7.78123 13.64122 8.14022 0.6 0.9 0.3
C 10.61594 10.76114 12.91836 -1.3 -2.2 0.4
C 14.61173 11.87967 6.67815 -1.1 0.0 0.7
C 9.63444 9.92016 12.28502 1.0 0.9 1.3
C 9.94643 9.29343 10.95163 -1.7 -0.9 1.5
C 10.19730 8.26970 8.35480 0.3 -0.1 0.0
C 7.20037 15.75671 10.43459 -0.4 0.5 0.2
C 10.15718 15.41167 9.22275 -1.2 2.2 1.1
C 15.30473 10.96922 8.82330 -0.1 -0.1 0.9
C 16.56767 10.70933 8.29145 0.5 0.3 0.6
C 10.47282 11.21550 14.22392 -1.4 0.5 -0.1
C 15.83980 11.56940 6.15324 0.8 -0.4 -0.4
C 9.99207 10.14355 9.86284 0.7 0.6 -1.3
C 8.15666 10.33014 14.21264 1.3 1.1 -0.4
C 9.89999 7.89702 10.75617 0.1 -0.4 0.4
C 8.40602 9.75640 12.96945 0.0 -1.3 -1.0
H 9.78922 7.16301 11.62024 0.1 1.3 -1.2
H 10.83861 15.76924 10.04822 -0.8 -0.6 -0.4
H 12.31550 11.85311 12.70673 -0.3 -0.8 -0.4
H 8.52230 13.11792 7.51266 -0.1 0.2 0.5
H 10.12548 10.37046 7.73669 0.0 -0.7 0.2
H 15.05461 10.73364 9.84793 0.3 -0.1 0.1
H 6.97857 16.67386 9.82132 0.5 -1.0 0.2
H 17.87701 10.90991 6.60027 -0.4 0.0 0.0
H 6.97888 12.96490 8.37260 -0.4 -0.4 0.2
H 7.16245 10.26402 14.66131 0.5 0.0 0.0
H 7.66924 9.08807 12.44813 0.6 0.9 0.8
H 17.35570 10.32983 8.96332 -0.6 0.1 -0.5
H 10.51951 7.89754 7.37634 -0.7 0.0 0.3
H 13.77395 12.33097 6.11213 1.0 -0.4 0.0
H 6.19774 15.33725 10.67877 0.8 0.0 -0.1
H 7.34593 14.43023 7.48716 0.3 -0.3 0.5
H 11.28404 11.76141 14.70667 -0.3 0.0 0.0
H 8.95688 11.61932 15.74866 0.5 -0.4 -0.2
H 16.05587 11.64018 5.07783 -0.3 0.4 0.6
H 10.74926 14.82048 8.56052 0.2 -0.3 -0.7
H 12.46323 10.40137 11.87521 -0.4 -0.1 0.6
H 7.63480 16.13320 11.37518 -0.2 -0.1 -0.2
H 9.88300 16.42795 8.71896 0.3 -1.9 0.5
H 10.13700 6.31170 9.36631 -0.1 0.5 -0.4
```
Forces are in eV/Å.

## Properties
HOMO level (spin up / spin down)	-14.88 / -14.88	eV
calculated total energy	-105488.8092	eV
M	550.394	g/mol
relative energy (zero: lowest compared OMol25 entry of this formula, charge and spin)	0.0	kcal/mol
charge	+2
gap between HOMO and LUMO (spin up / spin down)	6.40 / 6.40	eV